C42H40O2PtSb2 as an isolated structure, computed with ωB97M-V with the def2-TZVPD basis set.

Structure (XYZ):
```
87
Properties=species:S:1:pos:R:3:forces:R:3
C -2.217043 0.751569 -3.234846 0.0935 -0.0931 0.6241
H 0.705103 1.443916 1.807607 0.0213 0.0128 0.2020
H -0.966667 -2.063606 -1.540517 -0.0607 0.0805 -0.0777
H 7.370975 -1.175953 -2.334191 0.1319 0.0262 -0.0070
H -2.063205 -3.692565 -0.165388 -0.1271 0.0142 -0.0192
H -0.353136 -4.676542 1.381373 -0.0526 -0.0847 -0.0327
H 6.457761 0.191033 -0.548913 0.0466 0.0911 0.0549
C 2.136631 3.728740 -0.181694 -0.3466 -0.2764 -0.1408
H 0.737592 5.778738 2.113453 0.0066 0.0973 0.0359
C -6.519384 1.106850 -1.725435 -0.1614 0.0430 -0.0937
C -2.450184 -0.189891 -4.224320 -0.0283 -0.2449 0.1068
C -0.260091 3.545391 -0.210481 0.1937 -0.3975 -0.3031
C 5.459028 -1.974096 -2.922743 -0.2751 -0.0343 0.0946
O 2.247348 -1.198782 -1.574866 -1.2615 0.4959 0.3720
C 0.066979 -0.286796 2.904117 0.0734 -0.2952 -0.3187
H -2.104527 -2.755563 2.069977 0.0814 0.0772 0.1183
C -0.346264 4.480851 0.797047 -0.0333 0.2435 0.1423
C -0.303029 0.034831 5.254606 -0.0777 -0.0915 0.1730
C 6.308199 -1.169792 -2.152907 0.2948 0.2148 0.1934
C -2.430292 -2.664287 -0.062812 -0.1451 -0.0943 0.0356
H -0.592747 -1.827380 4.236458 0.0054 -0.0626 0.0981
H -1.840492 2.825946 -2.850531 0.0861 0.0904 0.0018
H 2.937205 5.159038 1.188606 0.0900 -0.0165 0.0472
H -7.107784 1.642527 -2.458154 -0.0002 0.0121 -0.0494
H 5.871659 -2.591728 -3.708600 0.0066 -0.0746 -0.0435
H 3.128328 -3.897856 4.786104 0.0587 -0.0043 0.0331
H -2.638043 -1.219988 -3.956602 -0.0102 -0.0635 -0.0579
C 0.805823 5.051733 1.317870 -0.0586 -0.0566 0.0732
H -2.618795 -2.235667 -2.149695 0.0161 0.1117 -0.0597
C -5.144253 1.032323 -1.869080 0.2328 0.0340 -0.2166
H 2.292585 -2.020311 3.417995 0.0769 0.0058 0.0840
C -2.201025 1.484702 -5.923629 0.0262 0.0735 -0.0191
H 4.181096 2.101785 1.488156 -0.0311 -0.0325 0.0053
C -5.004183 -0.215088 0.159211 0.1615 -0.1737 0.1912
C -2.021865 -1.888419 -1.306783 -0.0461 0.1166 -0.1507
H -2.639479 -0.570338 -6.319209 0.0010 -0.0707 -0.0541
C 2.043616 4.681690 0.811925 0.0542 0.1234 0.1002
C 0.917449 -3.232113 2.320712 0.0655 0.3360 -0.5221
C 0.412663 -4.506574 2.127395 -0.1471 0.0141 -0.1557
O 2.773008 0.227174 0.745193 0.4376 0.2500 0.1346
H -6.852548 -0.620081 1.154108 -0.0169 -0.0148 0.0431
C 2.368603 -4.072851 4.037501 0.1081 0.0012 0.0939
H -3.525180 -2.719307 -0.018848 0.0982 -0.0872 -0.0184
C 0.418629 1.047354 2.781241 0.1099 0.1339 -0.2949
Sb 0.200062 -1.557294 1.187998 -0.5813 0.1431 1.0316
C 0.080445 1.359890 5.131474 0.0119 0.1256 0.0533
C 5.782367 -0.393589 -1.154923 0.1435 -0.0865 -0.1351
C -7.143980 0.501162 -0.648997 -0.0365 0.0027 0.0405
H 0.107298 1.992543 6.006384 -0.0116 0.0824 0.0703
H -2.186878 1.766785 -6.964351 -0.0019 0.0331 -0.1362
H -1.170402 3.120645 -0.622557 0.1140 0.0085 0.0652
C 0.985777 3.115530 -0.704594 -0.0538 0.7113 0.3208
C 3.894749 0.395404 0.241164 0.2762 0.1746 0.1732
C -1.989455 2.067909 -3.609596 -0.0538 0.1521 0.1768
H 5.540184 0.973530 1.482726 0.1445 -0.0081 0.0457
H 0.725052 2.905676 3.790441 0.0116 0.0832 -0.0083
H -4.422983 -0.710004 0.923654 0.0109 -0.0736 0.1008
C -0.308925 -0.786901 4.143192 -0.0522 -0.0773 -0.0592
C 4.404816 -0.373068 -0.865706 -0.6363 -0.3335 -0.1821
C 1.862000 -5.346582 3.841983 -0.0004 -0.1006 0.0469
C -1.910815 -2.076691 1.239405 0.2088 -0.1081 -0.1624
H -0.587420 -0.363824 6.219023 -0.0139 0.0072 0.0582
C -2.448480 0.174088 -5.559976 -0.0319 -0.1320 -0.0972
Pt 0.817297 0.346389 -0.563019 -0.9361 -0.2930 -1.2909
H 0.482083 -6.555718 2.735748 -0.0153 -0.0664 -0.0089
H -8.217875 0.549078 -0.541348 -0.0682 0.0225 -0.0034
H 3.097080 3.449480 -0.590030 0.1301 -0.0297 0.0052
H -4.668070 1.505406 -2.716478 -0.0210 0.0377 -0.0984
H -1.777832 3.461005 -5.214245 -0.0023 0.0973 -0.0342
C 0.431064 1.870803 3.892425 -0.0280 0.1509 0.1466
C -4.373956 0.348139 -0.940017 0.7104 0.2984 0.2718
C 3.510772 -1.167488 -1.671765 0.8222 0.2346 -0.0551
C 0.881828 -5.563263 2.888374 -0.0253 -0.1502 0.0296
Sb -2.181094 0.275073 -1.122576 0.1372 -0.5435 -0.8554
H 0.302337 2.109671 -2.475874 0.1270 -0.1367 0.0505
H 2.233237 -6.171952 4.431227 0.0157 -0.0664 0.0607
C -6.379555 -0.156101 0.299520 -0.1224 -0.0567 0.0600
H 3.438538 -2.588217 -3.259092 -0.0615 -0.0751 -0.1338
C 4.787567 1.453104 0.860144 -0.2538 -0.0479 0.0485
C 1.089723 2.068175 -1.721002 0.3385 -0.9723 0.1489
H 2.077818 2.029784 -2.188877 -0.1437 0.0067 -0.0234
H 5.285096 2.035991 0.091803 0.1529 0.1012 -0.0296
C 4.116550 -1.977658 -2.683688 -0.0647 0.0392 -0.1178
H -2.419062 -1.131819 1.451841 0.0981 0.0362 0.1411
H -1.317232 4.779996 1.169540 -0.0165 0.0075 0.0260
C 1.901908 -3.019496 3.273361 0.0921 0.2088 -0.0628
C -1.971698 2.433792 -4.943130 -0.0115 0.1620 -0.1020
```
Forces are in eV/Å.

## Properties
total energy = -2374.6225 hartree
2S+1 = 1
HOMO (spin up / spin down) = -7.2 / -7.2 eV
energy relative to the best compared isomer or geometry (same formula, charge and spin) = 54.22 kcal/mol
net charge = 0
frontier orbital gap (spin up / spin down) = 6.14 / 6.14 eV

***

C42H41BBiN8O7S4 as an isolated structure, computed with ωB97M-V with the def2-TZVPD basis set.

Structure (XYZ):
```
104
Properties=species:S:1:pos:R:3:forces:R:3
N 1.125773 -0.738415 -1.772942 0.3355 0.4003 0.2521
C -0.241566 3.591838 3.000717 -1.0504 0.4643 -1.1496
S 1.650590 3.363589 -1.410755 1.1677 -0.2840 1.5447
B -5.848432 2.420912 -1.139430 0.0819 -0.3125 -1.2810
N -1.216211 2.208863 1.186560 0.8537 0.5751 1.4780
S -3.582679 -0.159898 -0.899172 0.5120 0.0679 0.3411
C -4.691740 0.894021 -4.293139 -0.0517 0.4663 -0.6532
O 1.087469 3.383704 -0.048841 0.5019 0.3317 -0.2596
C 5.978861 -3.820367 0.682744 0.9326 -0.8106 -1.8569
O 0.925195 2.337118 -2.153782 -1.2363 -1.0367 -1.2333
H 2.782294 1.098183 3.040529 0.0044 0.0989 -0.1371
O 3.070637 3.118055 -1.543216 -0.1048 0.8668 0.3316
N -5.184987 2.047131 -2.529087 -0.2872 0.3605 1.6114
O 1.906652 -2.774354 -1.323342 -0.0100 -0.8415 -1.2488
H -1.254358 -1.314552 -5.607081 0.2478 0.3978 -0.3121
C 1.202023 4.879431 -2.168036 0.1339 0.2160 -0.1978
H -2.768173 2.544823 -5.768612 0.1719 -0.5921 0.4760
C 0.905251 3.881114 3.812704 -1.0922 0.7345 0.7818
C -3.929022 2.401928 -2.868001 0.3705 0.5933 0.3576
S -2.844211 3.494717 -2.056258 -0.4184 -0.6563 -0.3603
H -6.419933 2.979382 1.461102 0.2777 0.0364 -0.2168
N -3.635547 1.718303 -3.983932 0.7571 -0.4843 -1.4599
N -5.136432 1.810736 0.146843 -1.6322 1.4458 -1.0128
O -1.241510 -1.074902 -2.991402 0.6034 -0.0024 0.2895
H 5.747014 -1.126677 2.281831 0.0276 -1.1018 -0.2928
C -1.423886 4.415097 2.906422 1.2421 0.1273 0.9574
C -5.641496 2.236773 1.367324 -0.5176 -0.7278 -0.1685
C -4.396656 0.750769 0.299956 1.3457 -1.2943 1.5864
H 2.203868 -5.214992 5.325683 -0.0068 0.4302 0.2980
C 6.456545 -3.201361 1.769170 2.1042 -0.1980 -0.2929
C -5.690534 1.132810 -3.434826 1.3917 0.3354 0.2494
H 3.329520 -6.234264 4.473670 0.3533 0.1256 -0.0711
O -0.469396 -0.876277 0.410745 -1.2959 0.6714 -0.2928
H -0.269041 -1.602672 2.832254 -0.2261 -0.0949 -0.0491
C 1.940893 3.034698 3.806331 1.2254 -2.6532 0.2113
H 0.202901 5.086002 -1.824077 -0.6847 -0.2431 -0.3311
Bi -0.621468 0.960082 -0.784850 -0.9805 -0.5120 -0.0878
H -1.431246 5.326291 3.583514 -0.3831 -1.1889 -1.0098
C 4.252950 -2.689986 2.514376 -2.2942 -0.2796 -2.1409
H 0.522379 -4.782169 2.511577 0.8845 -0.1545 0.8069
H 7.543010 -3.365058 2.075330 -1.5838 0.1272 -0.4399
H 3.194675 -0.997783 -3.410501 0.6602 0.2065 0.0512
H -4.673509 0.340806 -5.189996 -0.0208 -0.6117 -0.7028
H -6.656310 0.702949 -3.458737 -0.6725 -0.0898 0.5343
N 1.125176 0.714056 0.952049 -1.6976 0.7355 1.7052
C 2.454515 -5.599558 4.346814 -0.0251 -0.5353 -0.4319
H -3.090083 -1.782616 -3.180851 -1.7931 0.6730 0.1169
H 0.965518 -1.218311 -7.047108 -0.5913 0.4007 0.9443
C 4.628630 -3.544208 0.154382 0.6248 -0.5724 -2.0391
C -0.255617 -1.118921 -5.228374 0.1929 -0.2479 3.2847
C -2.320965 2.924673 1.223698 0.1083 0.3481 -0.9676
H 1.760995 5.778671 -1.841383 0.3465 -0.9125 -0.5236
H -2.204710 0.857243 -5.231716 -0.0111 0.4897 -0.1932
O 3.693350 0.710815 1.128597 0.7604 -0.1885 -0.0057
H 1.646677 -6.293428 4.108480 -0.1612 0.1452 -0.3262
H 3.023300 -1.203352 -5.952679 0.7763 -0.0191 -0.2130
C -0.206971 2.504104 2.101762 0.7749 -0.6819 -0.8692
C 2.642812 -4.492460 3.312558 -1.5339 0.2897 -0.5086
H 6.616070 -4.501402 0.019083 -0.6831 0.9476 1.3594
C 2.260066 -0.976688 -3.926683 1.0502 -1.0456 -1.7233
H -2.090427 -2.864326 -2.300093 0.4447 -0.5919 0.7955
H -1.709051 2.315378 -4.341816 0.6339 0.2794 0.0854
H -3.058290 2.674444 0.430784 0.4482 0.4629 0.9188
C -0.109611 -1.098785 -3.774684 -0.6734 0.1353 -2.0205
H -2.823907 -0.922444 1.731712 0.5593 -0.8540 -0.9023
C -2.134827 -2.192690 -3.119424 0.9258 0.7584 -0.8794
N -4.353510 0.478784 1.694785 -0.5059 0.5518 -2.9235
H 0.876080 4.715801 4.565774 -0.0460 -0.7677 -1.0793
C 1.909079 -1.481694 3.182503 0.7646 1.6496 1.7182
S 2.638408 0.474868 0.164212 0.8197 -0.1136 -0.2041
C 3.911218 -3.911591 3.280882 -1.1051 -0.0630 0.3195
C -2.488995 1.872839 -4.928555 -1.1965 -0.1333 0.9650
H 2.745773 3.163441 4.564363 -0.5205 -0.0961 -0.8895
C 3.845961 -2.975835 1.018235 -1.1361 0.6283 1.0861
C 1.414891 -4.135701 2.604909 0.9349 -0.4124 0.2940
H -6.937483 1.918877 -1.250682 -0.2885 0.0279 0.3727
C -2.436221 4.068990 2.045328 0.9142 -1.0786 0.8980
H 5.984143 -2.246281 3.616679 -0.0158 -0.0134 -0.3580
H 0.608426 -3.317134 0.797209 -0.3813 -0.0531 0.1435
C 0.906417 -1.067650 -5.941177 1.5813 -1.4592 -1.6381
H -3.367692 4.526913 2.143125 -1.2847 0.9801 -0.3753
H 1.248190 4.552828 -3.221445 -0.0564 1.0941 0.2307
C -5.217433 1.347677 2.280839 -0.0359 0.7173 2.0225
H -5.852892 3.606976 -1.052678 -0.0844 0.3065 0.3495
H 4.677830 -4.260726 3.918489 0.6238 -0.5989 0.7321
N 1.599435 -1.639990 -1.012494 0.3364 -0.8124 -1.3494
C 1.966543 1.795207 2.951312 0.4427 2.8875 2.0634
H -2.631877 0.446686 2.932496 -1.1792 -1.4766 -1.2151
C 1.905726 -1.268807 0.297002 1.0981 1.8059 0.6304
C 0.686412 -0.736821 1.078774 -0.4486 0.0542 -0.4975
C 5.650165 -2.217606 2.557805 0.6514 0.8936 1.4785
H -3.932300 -0.813300 3.185506 0.8996 -0.0511 -0.7265
C 1.141107 -0.999151 -3.157323 -2.6373 0.2731 -0.2311
C 1.222266 -3.014097 1.651571 -0.6573 -0.1322 -0.2985
H 1.863371 -1.174414 4.244515 0.0557 -0.3814 -0.6087
H -5.466462 1.314611 3.354714 0.4053 -0.0407 -0.7736
C 2.996761 -1.834047 2.493915 -1.6597 1.2563 0.4703
C -3.368197 -0.288223 2.367078 0.1014 1.5230 3.7489
H 4.295384 -3.732443 -0.911506 0.7028 0.0187 1.3693
H -1.945705 -2.653191 -4.069779 0.2077 -0.7077 -0.3007
C 0.994495 1.677004 2.040110 -1.1292 -0.5182 -1.1115
C 2.486808 -2.320024 1.125993 1.6847 -0.7730 1.3578
C 0.678562 -1.583782 2.316185 1.5285 -1.2261 0.3953
C 2.172510 -1.145587 -5.323143 -1.4986 1.3154 1.4280
```
Forces are in eV/Å.

## Properties
total energy = -4421.7846 hartree
2S+1 = 1
HOMO = -2.3 eV
net charge = -1
frontier orbital gap = 3.69 eV